Record 1
A structure of composition C5H10LuO2, computed with ωB97M-V/def2-TZVPD.

gap between HOMO and LUMO (alpha / beta) = 6.104 / 6.105 eV
HOMO level (alpha / beta) = -10.300 / -10.300 eV
relative energy (zero: lowest compared OMol25 entry of this formula, charge and spin) = 0.9148 eV
charge = +1
maximum force = 0.0733 Eh/bohr
E = -43050.210 eV

Last column: Löwdin charge in e.
Atoms and positions in Å:
C: 2.730 0.251 0.084  -0.258
O: 1.752 -0.766 -0.135  -0.285
C: 0.855 -1.024 0.916  -0.198
C: -0.546 -1.135 0.362  -0.162
O: -0.948 0.135 -0.175  -0.412
C: -2.256 0.210 -0.578  -0.252
C: -2.871 1.372 -0.774  0.044
H: 2.846 0.484 1.157  0.093
H: 3.601 -0.018 -0.534  0.094
H: 0.868 -0.262 1.713  0.144
H: 1.133 -1.990 1.365  0.156
H: -1.235 -1.411 1.173  0.153
H: -0.587 -1.884 -0.442  0.148
H: -2.732 -0.756 -0.767  0.136
H: -2.340 2.322 -0.707  0.041
H: -3.930 1.372 -1.030  0.081
H: 2.883 1.674 -0.241  0.092
Lu: 0.778 1.425 -1.386  1.384

---

Record 2
A structure of composition C5H10N, computed with ωB97M-V/def2-TZVPD.

gap between HOMO and LUMO (alpha / beta) = 7.431 / 7.424 eV
HOMO level (alpha / beta) = -14.320 / -14.313 eV
relative energy (zero: lowest compared OMol25 entry of this formula, charge and spin) = 6.4770 eV
charge = +1
maximum force = 0.1070 Eh/bohr
E = -6823.725 eV

Last column: Löwdin charge in e.
Atoms and positions in Å:
C: -0.791 0.963 2.085  0.046
C: -0.552 1.034 0.876  -0.023
C: 0.168 0.822 -0.261  0.032
C: -1.367 0.810 3.386  -0.026
C: 1.375 -1.356 -2.478  -0.121
N: 0.029 -1.017 -1.954  0.011
H: -0.122 1.186 -1.248  0.090
H: 0.321 -0.734 -0.682  0.175
H: 1.326 0.842 0.011  0.175
H: -1.926 -0.173 3.395  0.147
H: -2.154 1.546 3.358  0.106
H: -0.767 0.940 4.240  0.084
H: 1.000 -1.764 -3.501  0.145
H: 2.119 -0.583 -2.559  0.086
H: 1.683 -2.274 -2.231  0.032
H: -0.342 -0.242 -2.436  0.042

---

Record 3
The ion C5H10N with charge +1, computed with ωB97M-V/def2-TZVPD.

gap between HOMO and LUMO = 11.485 eV
HOMO level = -15.059 eV
relative energy (zero: lowest compared OMol25 entry of this formula, charge and spin) = 2.2358 eV
charge = +1
SMILES string = C[C@@]12C[C@@H]1C[NH2+]2
maximum force = 0.1136 Eh/bohr
E = -6827.966 eV

Last column: Löwdin charge in e.
Atoms and positions in Å:
C: 0.282 -1.412 -0.215  0.003
C: -0.057 0.022 1.711  -0.067
C: 0.970 -0.459 0.747  -0.104
C: 0.086 0.028 -0.395  -0.365
C: 0.236 0.784 -1.691  0.019
N: -1.006 0.363 0.608  0.119
H: 0.806 -1.880 -1.030  0.139
H: -0.407 -1.989 0.252  0.088
H: -0.560 -0.731 2.475  0.187
H: 0.142 1.002 2.115  0.132
H: 1.967 -0.515 0.966  0.124
H: 0.559 1.757 -1.509  0.055
H: -0.830 0.804 -2.067  0.118
H: 0.998 0.456 -2.470  0.132
H: -1.915 -0.016 0.578  0.158
H: -1.239 1.485 0.616  0.261

---

Record 4
A cluster of 2 separate species, C5H10N in total, computed with ωB97M-V/def2-TZVPD.

gap between HOMO and LUMO = 9.466 eV
HOMO level = -14.201 eV
relative energy (zero: lowest compared OMol25 entry of this formula, charge and spin) = 3.4237 eV
charge = +1
maximum force = 0.1051 Eh/bohr
E = -6826.778 eV

Last column: Löwdin charge in e.
Atoms and positions in Å:
C: -1.851 -0.924 -0.411  -0.014
C: 0.165 1.632 0.120  0.068
C: -1.991 0.490 -0.195  -0.070
C: 1.864 -0.250 -0.478  -0.062
C: 1.940 -0.453 0.878  -0.009
N: -1.020 1.239 0.097  0.096
H: -0.769 -1.244 -0.403  0.093
H: -2.424 -1.189 -1.210  0.066
H: 0.612 2.117 -0.804  0.151
H: 0.413 2.177 1.075  0.150
H: -3.022 0.692 -0.356  0.148
H: -2.302 -1.415 0.527  0.153
H: 2.313 0.473 -1.121  0.055
H: 1.251 -0.873 -1.135  0.059
H: 2.478 0.058 1.602  0.040
H: 1.479 -1.303 1.396  0.076

---

Record 5
The ion C5H10N with charge +1, computed with ωB97M-V/def2-TZVPD.

gap between HOMO and LUMO = 11.125 eV
HOMO level = -15.268 eV
relative energy (zero: lowest compared OMol25 entry of this formula, charge and spin) = 2.1593 eV
charge = +1
SMILES string = CC=C=[N+](C)C
maximum force = 0.0907 Eh/bohr
E = -6828.043 eV

Last column: Löwdin charge in e.
Atoms and positions in Å:
C: 1.599 0.025 0.706  -0.020
C: 0.354 0.023 0.414  0.032
C: 2.640 -0.027 -0.340  -0.028
C: -1.625 -1.243 -0.040  0.011
C: -1.531 1.280 0.018  0.030
N: -0.888 -0.015 0.280  -0.123
H: 1.964 0.031 1.696  0.141
H: 3.482 -0.470 0.000  0.056
H: 2.859 0.983 -0.455  0.081
H: 2.423 -0.472 -1.319  0.115
H: -0.841 -2.101 0.087  0.145
H: -2.481 -1.534 0.703  0.144
H: -2.140 -1.277 -0.968  0.086
H: -1.730 1.362 -1.010  0.096
H: -2.449 1.178 0.571  0.102
H: -1.074 2.148 0.533  0.131

---

Record 6
A cluster of 2 separate species, C5H10N in total, computed with ωB97M-V/def2-TZVPD.

gap between HOMO and LUMO = 10.209 eV
HOMO level = -14.237 eV
relative energy (zero: lowest compared OMol25 entry of this formula, charge and spin) = 3.6421 eV
charge = +1
maximum force = 0.0925 Eh/bohr
E = -6826.560 eV

Last column: Löwdin charge in e.
Atoms and positions in Å:
C: -0.294 0.778 -1.082  0.298
C: 0.643 1.120 1.591  -0.069
C: 1.343 -0.011 1.645  -0.188
C: 0.676 -1.307 2.025  -0.107
C: -1.500 0.030 -3.167  -0.002
N: -0.710 0.409 -2.075  0.075
H: 0.223 0.965 -0.043  0.077
H: 1.208 2.021 1.492  0.088
H: -0.308 1.208 1.885  0.048
H: 2.341 -0.205 1.605  0.083
H: 0.447 -1.990 1.069  0.119
H: -0.391 -1.222 2.543  0.115
H: 1.346 -1.738 2.843  0.101
H: -1.299 0.693 -3.910  0.070
H: -2.651 0.186 -3.031  0.173
H: -1.075 -0.937 -3.390  0.119